[1]
A 2-piece molecular cluster, C5H14IN2 overall. Source: OMol25; level of theory: wB97M-V/def2-TZVPD.

```
22
Properties=species:S:1:pos:R:3:forces:R:3
C 0.039 2.107 0.910 -1.6 1.6 -0.5
C 2.100 -0.514 -0.957 -2.2 -0.4 0.5
C 0.684 1.348 -0.190 0.8 -1.2 0.3
C 0.992 -0.142 0.103 0.8 1.6 0.9
C -0.236 -1.057 0.212 2.2 -0.6 -1.9
N -0.534 -1.515 1.417 0.3 -0.2 -3.3
N -0.765 -1.587 -0.906 -0.5 -1.0 4.7
I -3.676 0.026 -0.105 -0.1 0.2 0.2
H 0.432 3.078 0.684 -0.5 1.2 0.1
H -1.092 2.186 0.800 1.4 -0.3 0.5
H 0.383 2.015 1.919 0.0 -0.9 0.7
H 2.469 -1.499 -0.655 0.6 0.3 -0.6
H 2.812 0.349 -1.005 -0.4 -1.4 0.0
H 1.503 -0.590 -1.890 1.0 0.0 0.0
H 1.722 1.750 -0.349 -1.3 0.0 -0.3
H 0.026 1.444 -1.049 0.4 0.1 -0.6
H 1.497 -0.075 1.117 -0.8 -0.6 -1.0
H -0.458 -0.937 2.164 0.9 2.0 2.7
H -1.188 -2.215 1.512 -1.9 -1.8 0.3
H -0.512 -1.357 -1.796 1.1 1.0 -2.6
H -1.379 -2.392 -0.812 -0.1 0.5 -0.2
H -4.817 -0.420 -1.126 -0.2 -0.1 -0.1
```
Forces are in eV/Å.

Energy relative to the best compared isomer or geometry (same formula, charge and spin) (eV): 0.1680
Total charge: +1
Total energy (hartree): -605.8526
HOMO level (eV): -13.38
Kohn-Sham gap (eV): 9.68



[2]
C5H14MnO9 as an isolated structure. Source: OMol25; level of theory: wB97M-V/def2-TZVPD.

```
29
Properties=species:S:1:pos:R:3:forces:R:3
Mn 0.658 -0.548 0.872 0.2 -0.1 0.2
O 1.073 -4.387 1.461 1.4 2.1 -0.9
C 1.084 -2.968 1.372 0.4 -2.1 -0.6
O 0.347 -2.382 2.183 0.1 0.6 -0.8
O 1.814 -2.454 0.438 -1.5 0.0 1.5
H 1.823 -4.603 0.853 -0.9 -0.2 0.6
O 1.990 2.680 -1.353 1.0 0.6 1.8
C 1.917 2.065 -0.105 -0.6 -1.0 -1.4
O 2.907 2.158 0.596 0.3 0.1 1.2
O 0.852 1.378 0.101 0.7 0.2 0.2
H 2.835 3.167 -1.127 -1.0 -0.4 -1.2
C -0.904 0.403 -2.784 0.5 0.0 1.5
C -1.424 0.362 -1.362 -1.1 0.9 0.9
C -2.977 0.554 -1.246 1.6 0.1 -0.6
O -0.953 -0.786 -0.636 -0.1 -1.2 -0.2
H -1.160 1.388 -3.153 -0.2 -0.1 -0.7
H -1.336 -0.454 -3.289 0.0 0.2 -0.7
H 0.191 0.349 -2.746 -0.2 -0.2 -0.2
H -0.998 1.143 -0.724 0.0 0.1 -0.8
H -3.514 -0.289 -1.725 0.0 0.5 0.5
H -3.158 1.493 -1.816 -0.3 -0.6 0.4
H -3.178 0.724 -0.178 -0.4 -0.3 -0.5
H -1.219 -1.626 -1.053 0.1 0.5 0.2
O -1.063 0.535 1.960 -0.2 -0.5 0.3
H -0.977 1.436 2.271 0.2 0.4 -0.1
H -1.347 0.034 2.736 0.0 -0.1 -0.1
O 1.911 -0.005 2.751 0.2 0.7 0.0
H 2.700 -0.267 3.250 -0.4 -0.2 -0.3
H 2.106 0.902 2.452 0.2 -0.1 0.0
```
Forces are in eV/Å.

Multiplicity: 6
Energy relative to the best compared isomer or geometry (same formula, charge and spin) (eV): 0.0000
Total charge: 0
Total energy (hartree): -2027.2238
HOMO level (spin up / spin down) (eV): -9.49 / -9.95
Kohn-Sham gap (spin up / spin down) (eV): 9.63 / 10.05



[3]
An isolated ion of composition C5H14N2 and charge -1. Source: OMol25; level of theory: wB97M-V/def2-TZVPD.

```
21
Properties=species:S:1:pos:R:3:forces:R:3
C -1.888 0.783 -0.039 -0.3 -0.1 1.1
C -0.800 0.206 0.888 -0.5 0.4 -0.3
C 0.019 -0.890 0.252 0.4 -1.0 -0.3
C 1.005 -0.540 -0.883 -0.6 0.5 0.9
C 2.002 0.567 -0.475 -0.2 -0.7 -0.8
N 2.974 0.177 0.530 0.6 0.7 -0.4
N -2.870 -0.251 -0.323 0.4 -0.5 -0.7
H -1.562 1.156 -1.003 0.5 0.0 -0.1
H -2.310 1.653 0.493 -0.1 0.0 -0.1
H -0.214 0.996 1.370 0.1 0.0 -0.2
H -1.396 -0.235 1.694 0.2 -0.1 0.2
H 0.588 -1.483 0.979 -0.1 0.2 0.3
H -0.715 -1.601 -0.138 0.1 0.0 -0.1
H 0.424 -0.266 -1.767 0.1 0.2 -0.1
H 1.570 -1.445 -1.123 0.1 0.0 -0.1
H 1.490 1.440 -0.078 -0.2 0.0 -0.2
H 2.485 0.870 -1.407 0.4 0.3 0.2
H 2.522 0.060 1.409 -0.1 -0.3 0.6
H 3.572 -0.604 0.305 -0.3 -0.2 -0.1
H -3.444 0.017 -1.102 -0.4 0.1 -0.3
H -3.452 -0.611 0.419 0.1 0.5 0.4
```
Forces are in eV/Å.

Multiplicity: 2
Energy relative to the best compared isomer or geometry (same formula, charge and spin) (eV): 0.4572
Total charge: -1
Total energy (hartree): -308.3462
HOMO level (spin up / spin down) (eV): 1.49 / -5.05
Kohn-Sham gap (spin up / spin down) (eV): 2.59 / 8.97



[4]
C5H14N2 as an isolated structure. Source: OMol25; level of theory: wB97M-V/def2-TZVPD.

```
21
Properties=species:S:1:pos:R:3:forces:R:3
C -3.262 0.246 -1.158 -0.1 0.1 -0.3
C -1.886 -0.363 -1.364 0.2 0.0 0.3
N -0.862 0.670 -1.539 0.2 0.0 0.5
C -0.482 1.304 -0.273 0.4 -0.4 -1.1
C 0.592 0.452 0.530 -2.4 2.0 0.2
N 1.495 -0.203 -0.428 0.4 -1.0 1.2
C 2.191 -0.791 0.485 0.2 0.6 -1.3
H -4.036 -0.521 -1.142 0.0 0.0 0.0
H -3.352 0.831 -0.242 0.1 0.0 0.0
H -3.454 0.912 -2.002 -0.1 0.0 0.1
H -1.631 -1.041 -0.531 -0.1 0.0 -0.1
H -1.905 -0.965 -2.271 0.0 -0.1 -0.1
H -1.380 1.447 0.325 0.1 0.0 0.3
H -0.074 2.285 -0.523 0.2 0.0 0.2
H 5.665 -1.766 3.865 -1.4 -0.3 -0.1
H -0.048 -0.206 1.153 0.6 -0.3 -0.1
H 1.033 1.201 1.210 0.3 -0.3 0.0
H 0.000 0.204 -1.830 -0.2 0.1 -0.3
H 1.989 -1.810 0.848 0.1 -0.3 0.0
H 6.349 -1.610 3.939 1.4 0.3 0.1
H 3.057 -0.278 0.948 0.0 -0.1 0.3
```
Forces are in eV/Å.

Energy relative to the best compared isomer or geometry (same formula, charge and spin) (eV): 5.3568
Total charge: 0
Total energy (hartree): -308.2262
HOMO level (eV): -7.98
Kohn-Sham gap (eV): 7.58



[5]
The molecule C5H14N2. Source: OMol25; level of theory: wB97M-V/def2-TZVPD.

```
21
Properties=species:S:1:pos:R:3:forces:R:3
C 0.176 -1.684 -1.085 0.2 0.9 1.7
N 0.102 -0.755 0.049 0.8 0.2 -0.4
C -1.203 -0.181 0.347 0.5 -0.3 -0.6
C -1.016 1.073 1.172 -0.6 -0.9 1.4
C -0.630 2.364 0.507 0.9 0.1 -0.4
N 0.791 2.525 0.188 -0.4 0.6 0.1
C 1.509 -2.384 -1.096 0.6 0.8 -0.7
H 0.030 -1.067 -1.945 -0.1 0.1 -1.0
H -0.641 -2.355 -0.973 -0.8 -1.1 -0.4
H 0.563 -1.170 0.847 -0.3 0.1 0.2
H -1.668 0.022 -0.623 -0.2 0.1 0.1
H -1.846 -0.883 0.896 -0.1 0.0 -0.1
H -1.907 1.188 1.802 -0.2 0.3 -0.3
H -0.270 0.741 1.907 0.2 0.6 0.1
H -1.145 2.500 -0.422 -0.7 -0.2 -0.7
H -0.917 3.220 1.098 -0.1 0.2 0.4
H 1.284 2.696 1.051 0.4 -0.3 -0.1
H 1.149 1.723 -0.305 0.2 -0.2 0.2
H 1.517 -3.140 -1.865 0.0 -0.6 0.0
H 2.283 -1.678 -1.421 -0.1 0.1 0.2
H 1.839 -2.756 -0.129 -0.3 -0.3 0.0
```
Forces are in eV/Å.

Energy relative to the best compared isomer or geometry (same formula, charge and spin) (eV): 0.8988
Total charge: 0
Total energy (hartree): -308.3900
SMILES: CCNCCCN
HOMO level (eV): -8.42
Kohn-Sham gap (eV): 9.54



[6]
The molecule C5H14N2. Source: OMol25; level of theory: wB97M-V/def2-TZVPD.

```
21
Properties=species:S:1:pos:R:3:forces:R:3
C 1.633 0.510 -0.581 0.0 -0.9 -3.3
N 0.927 0.354 0.623 0.5 0.0 -0.1
C 1.666 1.039 1.675 -3.6 0.2 0.4
C 0.406 -1.023 0.765 0.6 1.3 -0.4
C -0.824 -1.142 -0.201 -0.4 -0.1 3.2
N -1.571 0.169 -0.185 -0.8 -0.6 -1.1
C -2.671 -0.014 -1.219 2.6 4.9 -2.0
H 0.945 0.402 -1.461 0.3 -0.6 0.5
H 1.942 1.519 -0.832 0.5 0.3 0.8
H 2.492 -0.215 -0.764 -0.6 0.7 0.3
H 2.323 0.437 2.201 2.3 -1.1 0.6
H 0.908 1.260 2.463 0.5 0.5 -0.4
H 2.038 1.942 1.209 0.4 0.1 0.6
H 0.075 -1.106 1.760 -0.6 -0.1 1.4
H 1.245 -1.771 0.671 -0.9 0.3 -0.5
H -0.384 -1.285 -1.145 0.0 -0.9 -1.7
H -1.516 -2.062 0.226 1.6 2.4 -1.5
H -0.937 0.998 -0.447 -1.3 -2.1 0.6
H -2.188 0.199 -2.285 -0.9 -0.6 1.7
H -3.504 0.760 -1.201 1.0 -1.1 0.6
H -3.005 -0.974 -1.273 -1.2 -2.6 0.3
```
Forces are in eV/Å.

Energy relative to the best compared isomer or geometry (same formula, charge and spin) (eV): 2.8858
Total charge: 0
Total energy (hartree): -308.3170
SMILES: CNCCN(C)C
HOMO level (eV): -8.33
Kohn-Sham gap (eV): 9.37